No. 1
Here is C15H44B2N2NaOSn as an isolated structure from OMol25. Energies are from ωB97M-V with the def2-TZVPD basis set.

The geometry in XYZ format:
```
66
Properties=species:S:1:pos:R:3:lowdin_charge:R:1
Na -1.94 0.85 1.47 0.31
Sn 1.76 2.95 0.46 1.59
B 0.39 0.16 0.95 -0.50
H -0.24 -0.67 1.24 -0.01
H 0.27 0.92 1.70 -0.08
H 1.44 -0.08 0.98 -0.05
H 0.06 0.59 0.02 -0.04
B -1.75 3.49 1.24 -0.38
H -1.92 4.45 1.70 -0.03
H -1.06 3.63 0.42 -0.10
H -1.36 2.78 1.95 -0.07
H -2.63 3.11 0.75 -0.03
C 4.51 -0.41 -2.23 -0.06
C 3.79 0.67 -1.56 -0.31
N 2.89 1.50 -2.37 -0.18
C 3.47 2.34 -3.41 -0.24
C 4.56 3.38 -3.00 -0.05
C 1.78 0.74 -2.81 -0.28
C 0.57 1.55 -3.28 -0.07
H 4.94 -0.01 -3.15 0.09
H 3.86 -1.27 -2.38 0.07
H 5.38 -0.66 -1.63 0.10
H 3.19 0.29 -0.74 0.08
H 4.46 1.34 -1.02 0.11
H 3.85 1.86 -4.31 0.12
H 2.65 2.88 -3.89 0.10
H 4.11 4.12 -2.35 0.06
H 5.44 2.92 -2.55 0.07
H 4.78 3.82 -3.97 0.08
H 1.30 0.10 -2.07 0.10
H 2.09 -0.06 -3.49 0.14
H 0.29 2.43 -2.71 0.07
H -0.33 1.01 -3.58 0.09
H 0.80 2.02 -4.23 0.06
C -4.65 1.69 2.46 -0.08
C -4.64 0.34 3.18 -0.21
N -3.82 -0.70 2.48 -0.19
C -3.55 -1.83 3.39 -0.26
C -2.48 -1.64 4.45 -0.07
C -4.45 -1.19 1.17 -0.19
C -3.39 -1.94 0.31 -0.05
H -4.90 1.78 1.40 0.08
H -3.71 2.22 2.64 0.05
H -5.49 2.31 2.76 0.09
H -4.33 0.43 4.22 0.12
H -5.67 0.01 3.25 0.11
H -3.31 -2.78 2.91 0.11
H -4.54 -2.07 3.79 0.11
H -1.52 -1.81 3.95 0.07
H -2.48 -2.30 5.31 0.08
H -2.29 -0.63 4.82 0.07
H -5.28 -1.83 1.46 0.11
H -4.97 -0.40 0.63 0.11
H -2.57 -1.22 0.22 0.05
H -2.98 -2.79 0.85 0.06
H -3.61 -2.45 -0.62 0.08
C 2.13 -4.85 -1.22 -0.01
C 2.92 -3.55 -0.76 -0.46
O 4.13 -3.54 -0.84 0.06
C 2.13 -2.43 -0.16 -0.03
H 1.34 -5.13 -0.52 0.07
H 2.75 -5.73 -1.33 0.07
H 1.76 -4.68 -2.23 0.07
H 1.13 -2.47 0.26 0.08
H 2.14 -1.63 -0.90 0.05
H 2.84 -1.93 0.50 0.09
```

Results
HOMO-LUMO gap (eV): 5.130
Charge: +1
HOMO energy (eV): -11.5

---

No. 2
Here is a 11-piece molecular cluster, C15H44N14O23S4 overall from OMol25. Energies are from ωB97M-V with the def2-TZVPD basis set.

The geometry in XYZ format:
```
100
Properties=species:S:1:pos:R:3:lowdin_charge:R:1
C -4.31 -20.08 -19.43 -0.90
O -5.03 -20.77 -18.87 0.11
N -3.15 -20.47 -19.94 0.19
N -4.66 -18.99 -19.88 0.19
H -2.80 -21.41 -19.92 0.12
H -2.69 -19.80 -20.54 0.06
H -3.98 -18.39 -20.32 0.10
H -5.47 -18.49 -19.55 0.14
C -4.06 -23.96 -21.97 -0.81
O -3.81 -22.98 -22.64 0.04
N -3.78 -25.19 -22.25 0.17
N -4.64 -23.95 -20.84 0.18
H -3.16 -25.38 -23.03 0.11
H -3.76 -25.82 -21.46 0.12
H -5.00 -24.87 -20.62 0.12
H -5.23 -23.15 -20.64 0.13
C -5.96 -12.66 -24.60 -0.67
O -5.68 -11.57 -24.07 0.01
N -6.85 -12.68 -25.65 0.13
N -5.46 -13.88 -24.44 0.16
H -7.17 -11.84 -26.11 0.11
H -6.99 -13.59 -26.07 0.08
H -4.71 -14.11 -23.80 0.08
H -5.65 -14.72 -24.96 0.10
C -0.70 -23.76 -25.19 -0.73
O -0.06 -22.90 -24.64 0.03
N -0.23 -24.78 -25.97 0.17
N -2.01 -23.76 -25.05 0.17
H -0.84 -25.50 -26.33 0.11
H 0.77 -24.80 -26.13 0.11
H -2.58 -24.52 -25.40 0.11
H -2.33 -23.04 -24.42 0.08
C -0.50 -20.27 -28.29 -0.76
O -0.03 -19.18 -28.07 0.02
N -1.46 -20.55 -29.20 0.17
N 0.03 -21.37 -27.78 0.19
H -2.07 -19.93 -29.71 0.11
H -1.75 -21.51 -29.29 0.07
H -0.45 -22.26 -27.75 0.10
H 0.86 -21.13 -27.27 0.12
C -1.30 -14.83 -26.62 -0.54
O -0.77 -13.96 -27.37 0.38
N -1.37 -16.07 -27.08 0.25
N -1.83 -14.65 -25.47 0.28
H -0.82 -16.23 -27.91 0.14
H -1.58 -16.85 -26.47 0.11
H -2.14 -15.49 -25.02 0.09
H -1.89 -13.76 -24.98 0.10
C -1.97 -12.99 -22.54 -0.68
O -1.39 -12.58 -23.54 0.01
N -1.99 -14.26 -22.07 0.15
N -3.00 -12.40 -21.97 0.17
H -1.42 -15.02 -22.42 0.10
H -2.55 -14.33 -21.23 0.10
H -3.46 -12.97 -21.27 0.11
H -3.43 -11.51 -22.18 0.13
C -2.04 -19.54 -25.30 -0.13
C -3.36 -20.14 -24.69 -0.13
O -4.03 -19.02 -24.09 -0.21
S -2.88 -17.92 -23.45 0.76
O -2.34 -18.39 -22.19 -0.24
O -3.34 -16.53 -23.54 -0.27
O -1.78 -18.29 -24.63 -0.24
H -2.23 -19.30 -26.35 0.11
H -1.21 -20.22 -25.16 0.12
H -3.03 -20.82 -23.90 0.11
H -4.00 -20.65 -25.41 0.12
C 2.25 -21.69 -22.87 -0.22
C 3.23 -20.88 -22.04 -0.19
O 2.53 -19.73 -21.60 -0.18
S 0.90 -20.01 -21.69 0.80
O 0.21 -19.35 -22.84 -0.28
O 0.19 -20.01 -20.38 -0.25
O 1.11 -21.62 -22.06 -0.20
H 2.56 -22.73 -22.93 0.14
H 2.04 -21.28 -23.85 0.12
H 4.13 -20.67 -22.61 0.13
H 3.68 -21.37 -21.18 0.14
C -8.45 -18.86 -22.62 -0.15
C -6.94 -18.85 -22.37 -0.22
O -6.51 -17.60 -21.94 -0.21
S -7.78 -16.56 -21.83 0.74
O -7.52 -15.23 -22.45 -0.26
O -8.28 -16.59 -20.45 -0.24
O -8.71 -17.46 -22.82 -0.19
H -8.98 -19.44 -21.86 0.13
H -8.60 -19.42 -23.54 0.13
H -6.44 -19.13 -23.30 0.11
H -6.72 -19.60 -21.60 0.13
C -5.58 -20.55 -28.53 -0.15
C -6.18 -21.53 -29.56 -0.14
O -5.05 -22.41 -29.74 -0.22
S -4.42 -22.84 -28.22 0.73
O -3.01 -23.21 -28.25 -0.26
O -5.36 -23.73 -27.59 -0.22
O -4.56 -21.23 -27.75 -0.25
H -6.39 -20.15 -27.91 0.12
H -5.04 -19.66 -28.85 0.12
H -6.51 -21.05 -30.48 0.14
H -7.02 -22.11 -29.16 0.13
```

Results
Spin multiplicity: 2
HOMO-LUMO gap (spin up / spin down) (eV): 8.568 / 3.458
⟨S²⟩: 0.753
Charge: +1
HOMO energy (spin up / spin down) (eV): -11.1 / -11.1

---

| no. | largest force on an atom (Eh/bohr) |
| --- | --- |
| 1 | 0.1150 |
| 2 | 0.2190 |